w.
DFT (wB97M-V/def2-TZVPD) results for C7H7NO3 in the gas phase.

The SMILES is NC(=O)c1c(O)cccc1O. Its gap between HOMO and LUMO is 8.8 eV. The calculation puts the molecular weight at 153.14 g mol⁻¹. The value obtained for the HOMO energy is -8.39 eV.

XYZ file:
```
18
C7H7NO3 | OMol25 | wB97M-V/def2-TZVPD
N -2.52863 1.07572 -0.19330
C -1.69222 -0.01288 0.01518
O -2.23235 -1.14795 0.40225
C -0.16438 0.07468 0.00464
C 0.63951 1.09185 -0.05688
O -0.08843 2.24939 -0.10661
C 2.02489 1.12264 0.10796
C 2.68299 -0.07023 0.10276
C 1.91211 -1.21512 -0.01257
C 0.47409 -1.16460 0.04233
O -0.15042 -2.32957 -0.32372
H -2.24415 2.04444 -0.13696
H -3.48514 0.68302 0.02482
H 0.63603 2.97210 0.11640
H 2.47416 2.24195 0.37441
H 3.73906 -0.09429 -0.01473
H 2.24725 -2.20724 -0.12976
H -1.15915 -2.30294 0.12294
```

---

x.
DFT (wB97M-V/def2-TZVPD) results for C7H7NO3 in the gas phase.

The SMILES is O=C(NO)c1cccc(O)c1. Its gap between HOMO and LUMO is 9.9 eV. The calculation puts the molecular weight at 153.14 g mol⁻¹. The value obtained for the HOMO energy is -9.54 eV.

XYZ file:
```
18
C7H7NO3 | OMol25 | wB97M-V/def2-TZVPD
O 2.18092 -1.23524 1.14028
C 1.76002 -0.38798 0.39740
N 2.52943 0.32324 -0.42618
O 3.93390 -0.15818 -0.66596
C 0.32792 0.03425 0.27810
C -0.05338 1.37308 0.30929
C -1.40809 1.62161 0.25626
C -2.38004 0.71727 -0.06584
C -2.00635 -0.61616 -0.02793
O -2.99273 -1.56784 -0.29564
C -0.72284 -0.97392 0.00822
H 2.24781 0.46172 -1.29457
H 3.69661 -0.92707 0.13756
H 0.65298 2.34105 0.48562
H -1.75153 2.56851 0.37549
H -3.16071 1.00399 0.10555
H -2.59345 -2.38436 -0.65000
H -0.26047 -2.19396 -0.06766
```

---

Energies, relative to the best one, in hartree: w 0.0000; x 0.1493.

---

w.
DFT (wB97M-V/def2-TZVPD) results for C20H28HgNO3 as an isolated structure.

As for the charge: -1. Its gap between HOMO and LUMO is 4.4 eV. The calculation puts the molecular weight at 531.04 g mol⁻¹. The value obtained for the HOMO energy is -2.17 eV.

XYZ file:
```
53
C20H28HgNO3 | OMol25 | wB97M-V/def2-TZVPD
O 1.75102 -2.18152 0.06106
C 2.63312 -2.41347 -1.07855
C 3.25883 -3.64955 -0.44413
H 3.31761 -1.56456 -1.21588
H 2.06659 -2.59849 -1.99283
C 2.44061 -3.23209 0.80058
H 4.34388 -3.58820 -0.34537
H 2.94593 -4.59125 -0.89445
C 3.32621 -2.63773 1.88015
H 4.11014 -2.02211 1.41801
H 3.81986 -3.42852 2.45973
H 2.75065 -2.00703 2.56806
C 1.43347 -4.23319 1.32681
H 0.83433 -4.65060 0.51222
H 0.75409 -3.74968 2.04026
H 1.93362 -5.05708 1.84889
Hg 5.26538 1.08375 -1.74965
C -2.12624 -1.04947 -0.53594
C -1.90657 -0.19595 -1.65516
C -0.88775 -0.77686 -2.46122
H -2.44666 0.72246 -1.87409
C -0.50102 -2.00760 -1.85589
C -1.23707 -2.15607 -0.64476
H -1.14913 -2.98287 0.05861
H -2.85470 -0.90206 0.25560
H -0.47344 -0.36591 -3.37978
H 0.19167 -2.73567 -2.26934
C -0.37997 1.95156 1.74126
C -0.60197 0.53608 2.20962
C 0.50888 -0.21998 1.97938
H -1.54818 0.19820 2.62882
C 1.51284 0.60938 1.32703
C 1.00912 1.86921 1.15343
H 1.48045 2.72229 0.67119
H -0.47503 2.71787 2.52219
H 0.64969 -1.26907 2.24155
H 2.49905 0.25384 1.03597
O 6.24517 -0.96177 -2.66287
C 6.52630 -2.18972 -1.99418
C 7.79605 -2.81723 -2.58925
H 5.65337 -2.85130 -2.12721
H 6.61593 -1.96765 -0.92317
C 8.06541 -2.02034 -3.88233
H 7.64519 -3.88053 -2.78653
H 8.62967 -2.71581 -1.88660
C 7.00912 -0.91255 -3.88324
H 7.95686 -2.65493 -4.76346
H 9.06815 -1.58772 -3.88584
H 6.31010 -1.01959 -4.72893
H 7.47244 0.08270 -3.94098
O -3.68170 1.70538 0.47363
C -2.53579 1.99047 0.55214
N -1.37264 2.33398 0.61221
```

---

x.
DFT (wB97M-V/def2-TZVPD) results for C20H28HgNO3 as an isolated structure.

As for the charge: -1. Its gap between HOMO and LUMO (spin up / spin down) is 4.0 / 3.7 eV. The calculation puts the molecular weight at 531.04 g mol⁻¹. The value obtained for the HOMO energy (spin up / spin down) is -1.70 / -1.41 eV.

XYZ file:
```
53
C20H28HgNO3 | OMol25 | wB97M-V/def2-TZVPD
O -0.18051 0.08767 0.34418
C -0.44226 -0.72845 -0.84520
C 0.92651 -0.41851 -1.44510
H -1.29093 -0.31139 -1.40449
H -0.59892 -1.78386 -0.58484
C 1.10053 0.50477 -0.21662
H 0.89021 0.06697 -2.42479
H 1.61751 -1.26662 -1.44359
C 1.10240 1.97986 -0.57812
H 0.17426 2.27508 -1.08601
H 1.95250 2.18063 -1.24701
H 1.22751 2.59176 0.32412
C 2.25140 0.14276 0.69514
H 2.30550 -0.94466 0.83037
H 2.13254 0.63033 1.67368
H 3.18634 0.49673 0.23565
Hg -2.18942 -0.38286 2.15822
C -0.34546 -1.87303 4.52828
C -1.51710 -2.32440 3.88483
C -1.21528 -2.48667 2.46255
H -2.46961 -2.56202 4.33743
C 0.21603 -2.25554 2.33172
C 0.70862 -1.82328 3.57028
H 1.73523 -1.52821 3.79813
H -0.22264 -1.63184 5.57833
H -1.82786 -3.02652 1.74459
H 0.79613 -2.44494 1.43039
C -2.05710 1.64985 4.43905
C -0.56297 1.70858 4.36334
C -0.17020 2.10319 3.10194
H 0.07753 1.45390 5.20768
C -1.32291 2.21543 2.26063
C -2.45596 1.74812 2.95945
H -3.50606 1.92665 2.73668
H -2.49071 2.46849 5.03142
H 0.84864 2.32342 2.77863
H -1.31797 2.58357 1.23862
O 0.22103 -0.08554 -4.83531
C 1.61132 0.13110 -5.17696
C 1.77782 0.10693 -6.70492
H 2.21910 -0.67347 -4.72045
H 1.93783 1.08025 -4.72246
C 0.56916 -0.74088 -7.15649
H 2.74017 -0.30342 -7.01565
H 1.67072 1.12759 -7.09580
C -0.47284 -0.41683 -6.07089
H 0.83863 -1.80508 -7.10222
H 0.23041 -0.50586 -8.16763
H -1.16484 -1.24939 -5.87982
H -1.07712 0.44983 -6.40178
O -2.89128 -0.63209 7.16941
C -2.70013 -0.12250 6.12197
N -2.57552 0.29441 4.98940
```

---

Energies, relative to the best one, in hartree: w 0.0000; x 0.0285.

---

w.
DFT (wB97M-V/def2-TZVPD) results for CH2ClFP2 in the gas phase.

The SMILES is FP=[PH]=CCl. Its gap between HOMO and LUMO (spin up / spin down) is 7.1 / 6.5 eV. The calculation puts the molecular weight at 130.43 g mol⁻¹. The value obtained for the HOMO energy (spin up / spin down) is -7.96 / -7.84 eV.

XYZ file:
```
7
CH2ClFP2 | OMol25 | wB97M-V/def2-TZVPD
F 3.07322 0.54169 -0.00982
P 1.90383 -0.60747 0.20946
P 0.20486 0.50743 -0.20038
C -1.22875 -0.25641 0.47717
Cl -2.80746 -0.16922 -0.13625
H -0.07015 1.14669 -1.39741
H -1.07556 -1.16270 1.05724
```

---

x.
DFT (wB97M-V/def2-TZVPD) results for a 2-piece molecular cluster, CH2ClFP2 overall.

Its gap between HOMO and LUMO is 9.5 eV. The calculation puts the molecular weight at 130.43 g mol⁻¹. The value obtained for the HOMO energy is -9.89 eV.

XYZ file:
```
7
CH2ClFP2 | OMol25 | wB97M-V/def2-TZVPD
C -0.10284 -0.53039 0.47660
F 2.42262 -1.26971 0.58024
P 0.62352 1.11725 0.19482
P 1.36256 -0.82917 -0.58854
Cl -1.69229 -1.16474 0.03685
H 0.24580 -0.51619 1.58549
H 0.46921 1.55369 -1.74711
```

---

Energies, relative to the best one, in hartree: w 0.0181; x 0.0000.

---

w.
DFT (wB97M-V/def2-TZVPD) results for C11H16OSi as an isolated structure.

Its gap between HOMO and LUMO is 9.2 eV. The calculation puts the molecular weight at 192.33 g mol⁻¹. The value obtained for the HOMO energy is -8.35 eV.

XYZ file:
```
29
C11H16OSi | OMol25 | wB97M-V/def2-TZVPD
C -3.99981 0.50315 0.14630
C -3.48608 -0.41380 1.02400
C -3.16779 1.16243 -0.78707
C -2.13953 -0.84394 0.92158
C -1.87646 0.70464 -0.83835
C -1.30028 -0.24841 0.00585
C -0.53320 0.77349 -1.59888
C -0.02367 -0.40524 -0.69136
C 1.83344 0.83949 1.93530
C 3.11400 0.43584 -0.81555
C 2.41307 -2.06118 0.87428
O -0.58360 0.50442 -3.01529
Si 1.92438 -0.24451 0.40984
H -4.96989 1.10106 0.17132
H -4.24834 -0.81530 1.64984
H -3.70383 1.89045 -1.40083
H -1.86605 -1.55937 1.61283
H 0.04004 1.62775 -1.31902
H 0.02602 -1.29927 -1.12163
H 2.86079 1.17890 2.11525
H 1.27898 1.73832 1.69627
H 1.51508 0.32458 2.85753
H 3.90637 -0.22097 -1.18184
H 2.56502 0.76158 -1.77100
H 3.89781 1.30080 -0.53501
H 2.76684 -2.80112 0.08039
H 3.42095 -1.98085 1.26064
H 1.79215 -2.40028 1.70948
H -1.45641 0.44734 -3.39488
```

---

x.
DFT (wB97M-V/def2-TZVPD) results for a 2-piece molecular cluster, C11H16OSi overall.

Its gap between HOMO and LUMO (spin up / spin down) is 7.1 / 7.4 eV. The calculation puts the molecular weight at 192.33 g mol⁻¹. The value obtained for the HOMO energy (spin up / spin down) is -7.19 / -6.64 eV.

XYZ file:
```
29
C11H16OSi | OMol25 | wB97M-V/def2-TZVPD
C -1.81408 3.72124 0.97382
C -1.46694 3.01526 2.11624
C -1.54190 3.20559 -0.21797
C -0.99339 1.74253 2.04116
C -0.85137 1.94230 -0.29970
C -0.63893 1.14915 0.79449
C 3.95280 -0.28811 -2.75456
C 2.84656 -0.80929 -3.24531
C -0.75061 -3.24825 1.81395
C -0.32298 -1.75163 -1.87756
C -0.62225 -1.78765 2.21837
O -0.29986 -1.44620 -0.63622
Si 0.00871 -0.64109 0.72398
H -2.22840 4.77384 1.10668
H -1.78753 3.40501 3.02197
H -1.74774 3.77353 -1.18192
H -0.67132 1.31851 2.95454
H -0.45081 1.47204 -1.17531
H 4.51048 -0.76868 -1.97452
H 4.19618 0.78319 -3.08725
H 2.61184 -1.79966 -3.15976
H -0.83937 -3.76713 2.70276
H -1.51100 -3.38754 1.03191
H 0.13480 -3.64850 1.24547
H -0.29073 -2.77323 -2.22944
H 2.30401 -0.25870 -4.01314
H -0.46576 -0.91870 -2.56475
H 0.08926 -1.75949 3.06307
H -1.35968 -1.24836 2.60900
```

---

Energies, relative to the best one, in hartree: w 0.0000; x 0.0761.

---

w.
DFT (wB97M-V/def2-TZVPD) results for C4H8N6O in the gas phase.

The SMILES is Cc1nnc(NN)n(N)c1=O. Its gap between HOMO and LUMO is 8.5 eV. The calculation puts the molecular weight at 156.15 g mol⁻¹. The value obtained for the HOMO energy is -8.40 eV.

XYZ file:
```
19
C4H8N6O | OMol25 | wB97M-V/def2-TZVPD
C 1.04645 -0.12774 -3.11210
C 0.63530 0.10822 -1.71557
N 0.90034 1.21104 -1.10505
N 0.48712 1.43437 0.15736
C -0.12438 0.49980 0.86743
N -0.52128 0.76547 2.03708
N -0.27809 1.95339 2.59621
N -0.40592 -0.80253 0.29733
N -1.08447 -1.72139 1.00033
C -0.07519 -1.02510 -1.03274
O -0.34733 -2.13603 -1.62162
H 0.43085 -0.38934 -3.76375
H 1.58656 -1.01568 -3.15396
H 1.74752 0.54726 -3.49787
H -0.89414 0.03020 2.65587
H 0.30892 1.75988 3.53735
H -1.00760 2.49542 2.95880
H -1.90101 -1.56346 1.06604
H -0.50366 -2.02377 1.82887
```

---

x.
DFT (wB97M-V/def2-TZVPD) results for C4H8N6O in the gas phase.

The SMILES is Cc1nnc(NN)n(N)c1=O. Its gap between HOMO and LUMO is 9.6 eV. The calculation puts the molecular weight at 156.15 g mol⁻¹. The value obtained for the HOMO energy is -9.21 eV.

XYZ file:
```
19
C4H8N6O | OMol25 | wB97M-V/def2-TZVPD
C -3.16298 -0.48533 0.17972
C -1.63138 -0.61769 0.04325
N -1.11336 -1.71662 -0.10233
N 0.27878 -1.85114 -0.16099
C 0.97971 -0.73554 -0.18374
N 2.41203 -0.95655 -0.21552
N 3.21657 -0.17779 0.60009
N 0.36092 0.46467 -0.12994
N 1.26013 1.65182 -0.38813
C -0.90912 0.68271 0.11982
O -1.42298 1.79350 0.16927
H -3.63348 -1.47298 0.16092
H -3.45385 -0.09581 0.94965
H -3.48586 -0.01478 -0.86876
H 2.64860 -1.82412 -0.20191
H 2.67317 0.19699 1.18534
H 3.32141 0.65916 0.05226
H 0.75967 2.45850 0.09799
H 0.90203 2.04099 -1.30701
```

---

Energies, relative to the best one, in hartree: w 0.0169; x 0.0000.